[1]
The molecule C7H5F3Se in a non-equilibrium geometry, computed with ωB97M-V with the def2-TZVPD basis set.

Each line ends with the Löwdin charge.
Cartesian coordinates (Å):
C1 -0.67 -0.85 0.91  -0.152
C2 0.37 -0.21 1.37  -0.079
C3 -1.24 -1.15 -0.29  -0.085
C4 1.42 0.51 0.58  -0.234
C5 -0.73 -1.22 -1.53  -0.337
C6 1.78 0.34 -0.74  -0.371
C7 -1.54 -1.59 -2.71  -0.628
F1 -1.13 -2.70 -3.30  0.152
F2 -2.83 -1.69 -2.30  0.122
F3 -1.51 -0.61 -3.72  0.074
Se1 1.14 -1.02 -1.84  1.220
H1 -1.24 -1.16 1.71  0.086
H2 0.63 -0.14 2.41  0.104
H3 -2.30 -1.43 -0.20  0.139
H4 1.96 1.17 1.19  0.045
H5 1.16 -0.03 -2.80  -0.055

Properties
Kohn-Sham gap (eV): 7.3
Max |F| (eV/A): 4.56
Lowest unoccupied orbital energy (eV): -0.7

[2]
A structure of composition C7H5FeNO4 in a non-equilibrium geometry, computed with ωB97M-V with the def2-TZVPD basis set.

Each line ends with the Löwdin charge.
Cartesian coordinates (Å):
O1 0.00 -2.92 -0.14  0.368
C1 -0.13 -1.76 -0.13  -0.028
Fe1 -0.23 0.00 0.07  0.657
O2 -2.08 -0.01 -2.50  0.349
C2 -1.37 0.01 -1.61  0.092
C3 1.53 0.02 -0.08  -0.025
O3 2.53 0.01 -0.66  0.390
C4 -0.12 1.77 0.03  -0.015
O4 0.02 2.92 -0.14  0.367
C5 0.52 0.35 5.40  -0.021
C6 -0.47 -0.31 4.43  -0.116
C7 -0.28 -0.20 3.03  0.100
N1 -0.31 -0.12 1.88  0.144
H1 1.54 -0.06 5.25  0.109
H2 0.27 0.18 6.48  0.140
H3 0.56 1.44 5.25  0.111
H4 -0.52 -1.36 4.74  0.191
H5 -1.46 0.06 4.74  0.189

Properties
<S²>: 8.786
Kohn-Sham gap (spin up / spin down) (eV): 8.9 / 4.8
Max |F| (eV/A): 15.30
Multiplicity: 6
ΔE to the lowest compared entry with this formula, charge and spin (kJ/mol): 96.3
Lowest unoccupied orbital energy (spin up / spin down) (eV): -14.5 / -18.4
Total charge: +3

[3]
The molecule C7H5IO3 in a non-equilibrium geometry, computed with ωB97M-V with the def2-TZVPD basis set.

Each line ends with the Löwdin charge.
Cartesian coordinates (Å):
C1 0.69 -2.38 1.35  0.020
O1 0.22 -1.02 1.48  -0.141
C2 -0.02 -0.26 0.45  -0.196
C3 -0.57 1.27 0.84  -0.538
I1 -0.85 1.34 2.86  1.031
C4 -0.61 2.31 -0.05  -0.531
O2 -0.53 3.50 0.20  0.073
C5 -0.59 1.80 -1.50  0.008
C6 -0.21 0.58 -1.88  -0.017
C7 0.28 -0.46 -0.93  -0.342
O3 0.78 -1.53 -1.33  0.068
H1 0.42 -2.77 0.36  0.096
H2 0.29 -2.91 2.11  0.066
H3 1.76 -2.24 1.31  0.109
H4 -1.10 2.44 -2.29  0.143
H5 0.05 0.35 -2.98  0.149

Properties
Kohn-Sham gap (spin up / spin down) (eV): 7.1 / 6.4
Max |F| (eV/A): 8.22
SMILES: COC1=C(I)C(=O)C=CC1=O
ΔE to the lowest compared entry with this formula, charge and spin (kJ/mol): 0.0
Lowest unoccupied orbital energy (spin up / spin down) (eV): -1.7 / -2.2